No. 1
DFT (ωB97M-V/def2-TZVPD) results for a molecular structure, C5H9CsO5 in a non-equilibrium geometry.

Structure (XYZ):
```
20
Properties=species:S:1:pos:R:3:forces:R:3
C 2.265 -2.360 -0.148 0.000 -0.205 -0.151
C 2.065 -1.421 1.048 -0.250 0.491 -0.021
O 0.763 -1.340 1.469 -0.850 -0.027 0.436
Cs -2.242 -1.298 3.372 0.926 0.050 -0.684
H 3.301 -2.317 -0.520 -0.177 -0.073 0.058
H 2.032 -3.398 0.138 0.079 0.254 -0.048
H 1.589 -2.096 -0.978 0.161 0.037 0.250
H 2.437 -0.409 0.745 0.121 -0.171 -0.087
H 2.788 -1.739 1.838 -0.185 -0.062 -0.033
C -1.322 0.665 -0.529 -0.450 0.401 -1.742
C -0.629 1.835 0.155 0.434 -0.261 0.003
O -1.082 2.985 -0.572 0.405 0.097 0.562
C -1.570 2.621 -1.760 -1.248 0.918 -0.598
O -1.659 1.292 -1.849 0.217 -1.109 0.930
O -1.971 3.392 -2.590 0.595 -0.597 0.483
O -2.503 0.343 0.145 -0.085 0.117 0.270
H -0.772 -0.231 -0.831 0.298 0.336 0.643
H 0.460 1.770 0.065 -0.189 -0.133 0.103
H -0.911 1.947 1.205 0.012 -0.089 -0.246
H -3.039 -0.242 -0.404 0.186 0.026 -0.128
```
Positions in Å, forces in eV/Å.

The calculation puts the frontier orbital gap at 5.005 eV. Its charge is 0. The HOMO energy comes out at -6.192 eV. The calculation puts the total energy at -16114.599 eV.

No. 2
DFT (ωB97M-V/def2-TZVPD) results for a single C12H18N3O4P molecule in a non-equilibrium geometry.

Structure (XYZ):
```
38
Properties=species:S:1:pos:R:3:forces:R:3
O 1.564 0.814 -0.276 -0.767 -0.559 0.285
P 0.210 0.207 -0.066 1.080 0.905 -1.082
N -0.999 1.501 -0.029 -0.017 -2.141 -0.157
C -0.878 2.608 0.927 0.505 0.652 -0.963
C -2.148 3.425 1.197 1.116 -0.438 -0.635
O -2.244 4.287 0.053 -0.658 0.807 0.247
C -1.629 3.740 -1.118 -0.451 -1.104 0.681
C -0.592 2.795 -0.561 1.653 0.328 0.733
N 0.101 -0.732 1.387 -0.187 0.113 -0.514
C 1.281 -1.585 1.682 0.252 2.174 2.105
C 1.091 -2.744 2.637 -1.036 0.420 -0.021
O 1.104 -2.230 3.993 -0.207 0.277 -0.540
C 0.483 -0.924 3.973 -0.981 -1.026 -2.389
C 0.880 -0.342 2.589 1.983 -0.640 -0.738
N -0.164 -0.929 -1.409 -0.668 1.019 1.893
C 0.286 -0.661 -2.785 1.815 -0.741 0.558
C -0.357 -1.466 -3.905 -0.610 0.747 -0.200
O 0.377 -2.690 -3.968 -0.249 0.448 -0.866
C 0.612 -3.048 -2.635 -0.581 1.179 0.937
C 0.937 -1.741 -1.905 0.808 0.391 -0.889
H -0.058 2.642 1.635 0.022 -0.194 -0.094
H -2.992 2.758 1.265 -0.570 -0.223 -0.067
H -2.080 4.005 2.136 0.063 -0.012 -0.682
H -2.394 3.199 -1.716 0.407 0.345 0.110
H -1.133 4.525 -1.708 -0.412 -0.107 0.318
H 0.457 2.951 -0.900 -0.814 -0.507 0.432
H 2.225 -1.514 1.130 -0.661 0.252 -0.116
H 0.136 -3.216 2.388 -0.160 -0.095 0.360
H 1.861 -3.485 2.537 0.485 -0.212 0.127
H -0.616 -1.034 3.957 0.220 -0.075 0.225
H 0.760 -0.343 4.831 0.523 0.198 0.227
H 1.601 0.514 2.600 -0.997 -0.661 -0.528
H 0.946 0.170 -3.066 -0.600 -0.021 0.547
H -1.418 -1.654 -3.702 0.042 -0.165 0.250
H -0.351 -0.901 -4.861 0.485 -0.658 0.411
H -0.255 -3.517 -2.223 -0.883 -0.317 0.454
H 1.407 -3.730 -2.545 1.183 -0.838 -0.278
H 1.988 -1.657 -1.538 -1.132 0.477 -0.139
```
Positions in Å, forces in eV/Å.

The calculation puts the frontier orbital gap at 10.252 eV. Its charge is 0. As for the SMILES: O=P(N1[C@@H]2COC[C@@H]21)(N1[C@@H]2COC[C@@H]21)N1[C@@H]2COC[C@@H]21. The HOMO energy comes out at -9.490 eV. The calculation puts the total energy at -34681.131 eV.

No. 3
DFT (ωB97M-V/def2-TZVPD) results for 2 unconnected molecules or ions with the total composition C6H7N in a non-equilibrium geometry.

Structure (XYZ):
```
14
Properties=species:S:1:pos:R:3:forces:R:3
N 0.925 -3.285 0.365 -0.209 1.068 -0.218
C 0.683 -2.178 0.118 0.199 -0.919 0.166
C 0.391 -0.814 -0.181 -0.103 0.096 -0.109
C -0.746 -0.350 -0.742 0.088 -0.073 0.024
C -0.671 1.106 -0.845 0.079 0.011 -0.024
C 0.516 1.518 -0.369 -0.055 -0.006 -0.041
C 1.309 0.342 0.115 0.014 -0.040 -0.014
H -1.594 -0.956 -1.040 0.142 0.071 0.026
H -1.464 1.734 -1.237 0.153 -0.094 0.020
H 0.877 2.539 -0.330 -0.068 -0.131 0.034
H 2.274 0.239 -0.398 -0.106 0.031 0.062
H 1.527 0.422 1.189 -0.015 -0.037 -0.116
H -1.677 -0.288 1.590 -0.021 -0.012 0.078
H -2.348 -0.029 1.764 -0.098 0.035 0.112
```
Positions in Å, forces in eV/Å.

The calculation puts the frontier orbital gap at 9.366 eV. Its charge is 0. As for the SMILES: N#CC1=CC=CC1.[H][H]. The HOMO energy comes out at -9.207 eV. The calculation puts the total energy at -7823.505 eV.

Computed energy relative to the best compared isomer or geometry (same formula, charge and spin) (kcal/mol) in order:
0.0, 2.3, 49.4